(1)
A 2-piece molecular cluster, C5H16N2O overall at a distorted geometry, computed with ωB97M-V/def2-TZVPD.

Structure (XYZ):
```
24
Properties=species:S:1:pos:R:3:forces:R:3:mulliken_charge:R:1
C -0.994 0.651 -1.933 0.8 -1.0 0.5 -0.94
C -0.196 1.664 -1.072 -0.4 -0.2 -1.1 -0.83
C 0.726 1.052 -0.018 -0.9 -0.3 1.6 0.51
N 1.068 2.089 0.969 0.0 -0.9 -0.2 -0.59
C 0.044 -0.147 0.738 -0.9 -0.8 -0.4 -1.53
N 0.696 -1.464 0.664 -0.3 0.1 0.4 -0.19
C 0.717 -2.192 -0.584 -0.5 -1.1 -0.1 -1.01
H -0.882 0.881 -2.985 -0.3 0.0 -0.2 0.35
H -0.554 -0.340 -1.763 0.2 0.2 -0.5 0.13
H -2.031 0.439 -1.679 -0.2 0.7 0.1 0.31
H 0.442 2.189 -1.785 0.0 0.4 0.2 0.34
H -0.906 2.403 -0.651 0.6 -0.3 0.2 0.35
H 1.641 0.581 -0.397 -0.1 0.5 -0.5 0.43
H 0.417 2.852 0.991 0.4 0.3 0.0 0.18
H 2.040 2.297 1.105 -0.1 0.3 -0.2 0.19
H -0.022 0.098 1.799 0.3 0.2 -0.1 0.40
H -1.021 -0.338 0.430 0.8 0.5 0.0 0.63
H 1.600 -1.439 1.110 0.1 -0.1 -0.1 0.22
H -0.283 -2.481 -0.938 -0.1 0.8 0.2 0.29
H 1.253 -1.725 -1.396 0.2 0.4 -0.5 0.34
H 1.120 -3.211 -0.492 0.5 0.4 0.5 0.38
O -1.912 -1.575 2.792 0.7 1.0 -0.4 -0.67
H -1.283 -1.620 2.051 -0.2 -0.9 0.0 0.38
H -1.680 -0.663 3.044 -0.6 -0.4 0.5 0.34
```
Positions in Å, forces in eV/Å.

Calculated values
Relative energy (zero: lowest compared OMol25 entry of this formula, charge and spin): 1.3187 eV
LUMO level: 0.93 eV
Largest force on an atom: 1.89 eV Å⁻¹
E: -384.8096 Eh

(2)
A 2-piece molecular cluster, C5H16N2O overall at a distorted geometry, computed with ωB97M-V/def2-TZVPD.

Structure (XYZ):
```
24
Properties=species:S:1:pos:R:3:forces:R:3:mulliken_charge:R:1
C 0.521 1.830 0.356 -0.1 0.2 0.6 -1.57
C -0.068 0.410 0.399 0.5 0.2 -0.8 -0.23
C -1.534 0.423 -0.006 0.2 -0.9 -0.1 -0.59
N -2.393 0.809 1.084 -0.3 0.7 -0.7 -0.48
N 0.669 -0.578 -0.428 -0.1 0.6 -0.3 0.27
C 0.599 -0.308 -1.869 -0.6 -0.4 -0.7 -1.12
C 2.042 -0.667 0.011 0.7 -0.5 0.3 -1.19
H 1.307 1.989 1.094 0.1 -0.1 0.0 0.39
H 0.929 2.110 -0.615 -0.2 -0.1 -0.1 0.28
H -0.267 2.536 0.625 0.0 0.1 -0.1 0.46
H 0.008 0.019 1.415 -0.1 0.1 0.2 0.55
H -1.737 -0.596 -0.341 -0.2 -0.2 0.1 0.46
H -1.685 1.020 -0.920 0.0 0.4 0.5 0.23
H -3.328 0.461 0.994 -0.1 0.0 0.4 0.20
H -2.034 0.895 2.013 0.1 -0.3 0.1 0.19
H 0.314 -1.213 -2.434 0.4 0.0 0.3 0.26
H -0.182 0.391 -2.175 0.0 0.2 0.5 0.39
H 1.518 0.086 -2.304 0.2 0.0 0.2 0.36
H 2.092 -1.160 0.985 0.0 0.0 0.0 0.28
H 2.654 -1.254 -0.680 -0.3 -0.1 0.0 0.44
H 2.566 0.286 0.107 -0.1 0.3 -0.1 0.41
O -0.896 -2.833 1.030 0.7 0.7 -0.5 -0.68
H -0.744 -1.962 1.430 -0.3 -0.4 0.2 0.33
H -0.350 -2.692 0.228 -0.4 -0.3 0.3 0.34
```
Positions in Å, forces in eV/Å.

Calculated values
Relative energy (zero: lowest compared OMol25 entry of this formula, charge and spin): 1.1255 eV
LUMO level: 0.88 eV
Largest force on an atom: 1.06 eV Å⁻¹
E: -384.8167 Eh

(3)
A 2-piece molecular cluster, C5H16N2O overall at a distorted geometry, computed with ωB97M-V/def2-TZVPD.

Structure (XYZ):
```
24
Properties=species:S:1:pos:R:3:forces:R:3:mulliken_charge:R:1
C 0.112 1.657 2.659 -1.4 -1.1 2.1 -1.11
C -0.331 0.609 1.587 1.0 4.5 -2.7 -0.13
N 0.666 -0.332 1.199 3.0 -0.7 0.3 -0.26
C 1.429 -0.105 -0.082 -1.8 -4.3 0.8 -0.72
C 0.458 -0.308 -1.279 -0.1 2.1 1.6 -0.50
N 1.105 0.527 -2.321 -4.0 -1.5 -1.4 -0.49
C 0.452 1.922 -2.303 5.5 -0.3 -0.4 -0.82
H -0.854 2.061 3.101 1.1 -0.3 -0.4 0.32
H 0.587 1.071 3.531 -0.5 0.9 -1.2 0.27
H 0.732 2.538 2.440 0.0 -0.7 -0.6 0.28
H -1.271 0.204 1.816 -1.1 -1.1 0.9 0.34
H -0.645 1.262 0.621 0.8 -1.3 1.9 0.01
H 1.389 -0.473 1.965 -1.5 0.3 -1.1 0.27
H 2.049 0.709 -0.282 0.5 2.2 0.4 0.38
H 2.194 -0.976 -0.175 -1.3 1.2 0.4 0.29
H -0.691 -0.041 -1.103 2.4 -0.4 -0.1 0.28
H 0.489 -1.329 -1.543 -0.1 -1.2 -0.5 0.40
H 0.710 -0.065 -3.128 1.0 2.1 0.5 0.31
H 0.489 2.138 -3.368 0.3 1.0 0.1 0.39
H 1.266 2.519 -1.657 -2.1 -0.7 -1.7 0.20
H -0.506 2.186 -1.984 -1.8 -0.7 1.0 0.31
O -3.157 -3.598 0.353 -1.1 0.6 -2.7 -0.66
H -2.558 -2.855 0.213 0.2 -0.8 1.4 0.34
H -3.232 -4.177 1.085 1.0 0.2 1.4 0.31
```
Positions in Å, forces in eV/Å.

Calculated values
Relative energy (zero: lowest compared OMol25 entry of this formula, charge and spin): 3.5516 eV
LUMO level: 0.85 eV
Largest force on an atom: 5.52 eV Å⁻¹
E: -384.7276 Eh

(4)
A 2-piece molecular cluster, C5H16N2O overall at a distorted geometry, computed with ωB97M-V/def2-TZVPD.

Structure (XYZ):
```
24
Properties=species:S:1:pos:R:3:forces:R:3:mulliken_spin:R:1
C 1.098 0.189 2.137 2.0 -0.2 0.2 -0.03
C -0.284 -0.301 1.956 -2.6 1.1 1.8 0.01
C -1.217 0.422 0.974 0.4 -0.9 -0.4 0.00
C -0.983 -0.106 -0.450 0.6 3.2 0.6 0.00
N 0.126 0.765 -1.011 0.5 -1.5 -0.6 0.18
C 0.024 0.942 -2.481 -0.5 -0.5 0.1 0.00
N 2.013 0.034 0.999 -1.6 0.4 0.3 0.74
H 1.234 1.237 2.433 -0.5 0.0 0.2 0.04
H 1.474 -0.420 2.992 0.4 0.5 -0.4 0.07
H -0.344 -1.387 1.929 0.0 0.0 -0.3 0.00
H -0.786 0.009 2.924 0.8 -0.8 -0.5 0.00
H -2.283 0.313 1.259 0.7 -0.1 0.0 0.00
H -0.956 1.490 1.018 -0.4 -0.1 0.0 0.00
H -0.740 -1.173 -0.428 -0.1 0.6 -0.2 0.01
H -1.797 0.255 -1.066 -0.7 -1.1 -0.1 0.01
H 0.219 1.648 -0.531 -0.4 0.0 -0.1 -0.01
H 0.699 0.349 -3.108 0.0 -0.2 0.5 0.01
H -1.016 0.700 -2.784 0.6 0.1 0.0 0.01
H 0.194 1.958 -2.757 0.2 0.8 0.0 0.00
H 2.773 0.712 0.928 0.1 -0.4 0.0 -0.03
H 1.481 -0.157 0.135 0.6 -0.2 -0.7 -0.02
H -1.021 -2.191 -1.648 -0.2 -0.7 -0.3 0.00
H 0.423 -2.440 -1.929 0.2 -0.4 -0.1 0.00
O -0.333 -2.850 -1.492 0.1 0.4 -0.2 0.00
```
Positions in Å, forces in eV/Å.

Calculated values
Relative energy (zero: lowest compared OMol25 entry of this formula, charge and spin): 1.3714 eV
LUMO level (spin up / spin down): -2.95 / -7.77 eV
<S²>: 0.76
Largest force on an atom: 3.39 eV Å⁻¹
Net charge: +1
Multiplicity: 2
E: -384.4929 Eh

(5)
A 2-piece molecular cluster, C5H16N2O overall at a distorted geometry, computed with ωB97M-V/def2-TZVPD.

Structure (XYZ):
```
24
Properties=species:S:1:pos:R:3:forces:R:3:mulliken_spin:R:1
C -0.530 0.813 2.252 0.5 -0.5 2.2 0.00
C -1.241 1.272 1.007 1.0 0.4 0.0 0.00
C -0.951 0.169 -0.016 -0.6 0.6 -0.2 0.01
N -0.336 1.903 3.322 0.5 1.5 -0.3 0.00
H -1.011 -0.013 2.808 -0.1 0.3 -0.6 0.00
H 0.519 0.500 2.155 -0.4 -0.1 -0.8 0.00
H -0.808 2.225 0.670 0.1 -0.1 0.0 0.00
H -2.287 1.512 1.173 -0.2 -0.5 0.1 0.00
H 0.080 0.203 -0.368 -0.3 0.2 0.1 0.00
H -1.070 -0.787 0.460 -0.3 -0.6 0.0 0.00
H -1.643 0.245 -0.861 0.3 -0.2 0.1 0.00
H 0.186 2.673 2.838 -0.4 -0.6 0.7 0.00
H -1.198 2.336 3.669 0.0 -0.3 -0.1 0.00
H 0.226 1.622 4.152 -0.4 0.0 -0.7 0.00
C 1.027 -2.672 -1.990 0.3 0.5 0.1 0.01
N 0.185 -1.444 -2.220 2.9 0.9 0.5 0.03
C 1.199 -0.180 -2.483 -2.9 -2.5 1.9 0.00
O 1.960 -0.309 -3.543 0.3 0.5 -0.2 0.84
H 1.671 -2.851 -2.866 -0.2 -0.2 0.3 0.00
H 0.372 -3.527 -1.803 0.1 0.1 -0.2 0.00
H 1.703 -2.606 -1.105 -0.6 0.4 -0.5 0.00
H -0.125 -1.580 -3.154 -0.9 -0.1 -1.0 0.00
H 1.715 -0.079 -1.474 -0.1 0.4 -1.3 0.03
H 0.356 0.575 -2.625 1.4 0.0 -0.1 0.10
```
Positions in Å, forces in eV/Å.

Calculated values
Relative energy (zero: lowest compared OMol25 entry of this formula, charge and spin): 1.8035 eV
LUMO level (spin up / spin down): -3.84 / -4.52 eV
<S²>: 0.75
Largest force on an atom: 4.26 eV Å⁻¹
Net charge: +1
Multiplicity: 2
E: -384.4770 Eh

(6)
A 2-piece molecular cluster, C5H16N2O overall at a distorted geometry, computed with ωB97M-V/def2-TZVPD.

Structure (XYZ):
```
24
Properties=species:S:1:pos:R:3:forces:R:3:mulliken_spin:R:1
C 0.911 -0.271 0.401 0.8 -1.8 -1.3 0.04
N 1.759 -0.605 -0.783 0.6 4.3 1.7 0.77
C 3.057 0.165 -0.671 0.7 -2.0 -2.0 0.02
C 0.140 1.013 -0.059 -0.1 -0.9 -1.0 0.06
C -1.332 0.703 -0.434 0.4 2.4 -0.2 0.01
C -1.777 -0.616 -1.059 0.2 -0.8 2.5 0.00
N -2.026 -1.658 0.026 -1.3 0.9 -2.1 0.01
H 1.594 -0.089 1.231 -0.2 -0.3 0.1 0.00
H 0.373 -1.239 0.501 -0.4 1.1 0.6 0.01
H 1.252 -0.274 -1.620 0.2 -1.4 -0.2 -0.01
H 3.903 -0.483 -0.324 -1.0 0.5 0.3 0.02
H 2.942 1.107 -0.156 -0.2 -0.1 0.6 0.02
H 3.318 0.384 -1.699 0.3 0.2 -0.2 0.00
H 0.637 1.474 -0.932 0.2 0.0 0.5 0.01
H 0.208 1.702 0.798 0.1 0.0 -0.5 0.02
H -1.760 1.483 -1.068 0.8 0.3 -0.6 0.00
H -1.692 1.129 0.494 -1.8 -1.6 0.4 0.00
H -2.728 -0.407 -1.573 0.5 -0.5 0.1 0.00
H -1.060 -1.043 -1.767 0.0 0.3 -0.1 0.00
H -1.324 -1.716 0.733 0.2 0.1 0.3 0.00
H -2.889 -1.293 0.417 0.1 -0.6 0.7 0.00
H -0.635 0.633 2.303 -0.6 1.0 0.8 0.00
H -1.392 -0.515 2.487 -1.1 -0.3 0.7 0.00
O -1.479 0.415 2.752 1.6 -0.7 -1.1 0.00
```
Positions in Å, forces in eV/Å.

Calculated values
Relative energy (zero: lowest compared OMol25 entry of this formula, charge and spin): 2.7984 eV
LUMO level (spin up / spin down): -3.15 / -8.46 eV
<S²>: 0.75
Largest force on an atom: 4.71 eV Å⁻¹
Net charge: +1
Multiplicity: 2
E: -384.4404 Eh

(7)
A 2-piece molecular cluster, C5H16N2O overall at a distorted geometry, computed with ωB97M-V/def2-TZVPD.

Structure (XYZ):
```
24
Properties=species:S:1:pos:R:3:forces:R:3:mulliken_spin:R:1
N 0.377 -1.791 -0.071 -3.3 0.8 3.2 0.77
C -0.625 -0.733 0.279 0.7 -0.8 -0.2 0.01
C -1.058 -0.029 -1.162 0.9 -0.1 0.6 0.13
C 0.175 0.552 -1.912 -1.3 -1.2 -1.8 0.01
C -2.227 0.867 -0.790 -2.1 0.6 -0.6 0.02
C -0.023 0.460 1.161 -0.9 -0.6 1.3 0.07
N 0.849 0.127 2.339 0.2 6.3 -4.3 0.01
H 0.123 -2.731 0.321 0.3 0.8 -1.2 -0.01
H 1.335 -1.543 0.094 1.7 0.3 -0.7 -0.01
H -1.539 -1.184 0.750 1.0 0.1 -0.7 0.00
H -1.282 -0.751 -1.896 -1.2 -1.7 0.0 -0.01
H 1.001 -0.200 -2.113 -0.7 1.2 0.9 0.00
H -0.199 0.717 -2.957 0.1 -0.2 0.7 0.00
H 0.379 1.538 -1.629 1.3 1.2 0.8 0.00
H -2.979 0.538 0.031 1.2 -0.3 -1.8 0.00
H -1.845 1.732 -0.331 0.7 1.4 0.5 0.00
H -2.816 1.302 -1.691 1.0 -1.2 1.3 0.01
H 0.415 1.084 0.419 1.2 0.5 -0.1 -0.01
H -0.784 1.129 1.644 -0.3 -1.1 -1.2 0.00
H 0.624 0.826 3.023 0.3 0.0 0.5 0.00
H 0.822 -0.697 2.710 -0.5 -6.2 2.4 0.00
H 2.475 -0.153 1.038 0.2 0.5 0.6 0.00
H 3.738 -0.276 0.141 0.0 0.0 0.0 0.00
O 3.061 -0.781 0.603 -0.4 -0.4 -0.4 0.00
```
Positions in Å, forces in eV/Å.

Calculated values
Relative energy (zero: lowest compared OMol25 entry of this formula, charge and spin): 1.8655 eV
LUMO level (spin up / spin down): -2.98 / -8.12 eV
<S²>: 0.76
Largest force on an atom: 7.65 eV Å⁻¹
Net charge: +1
Multiplicity: 2
E: -384.4747 Eh

(8)
A 3-piece molecular cluster, C5H16N2O2 overall at a distorted geometry, computed with ωB97M-V/def2-TZVPD.

Structure (XYZ):
```
25
Properties=species:S:1:pos:R:3:forces:R:3:mulliken_charge:R:1
C -2.441 0.144 0.391 0.5 -1.1 -0.3 -0.17
N -1.957 1.288 0.253 -0.4 0.6 0.8 -0.48
C -0.604 1.523 -0.229 -1.1 0.3 -1.1 0.82
C -0.211 0.753 -1.495 0.3 0.1 0.8 -1.22
C 0.580 -0.519 -1.133 0.3 0.4 -1.4 1.05
C 0.918 -1.214 -2.472 0.0 -1.0 -0.2 -1.55
N 1.730 -0.104 -0.324 1.0 -0.3 -0.1 -0.54
H -1.955 -0.789 0.069 0.3 0.1 -0.1 0.16
H -3.380 -0.086 0.875 -0.5 0.7 0.0 0.29
H 0.076 1.286 0.571 0.2 0.0 0.1 -0.77
H -0.534 2.595 -0.429 0.0 -0.1 0.1 0.25
H 0.422 1.415 -2.099 0.4 -0.3 0.1 0.46
H -1.037 0.563 -2.183 -0.3 -0.2 0.4 0.43
H 0.042 -1.232 -0.508 -0.3 0.3 -0.2 -0.24
H 0.459 -2.209 -2.537 0.1 0.1 0.2 0.34
H 1.982 -1.387 -2.620 0.2 0.1 0.2 0.36
H 0.559 -0.715 -3.374 0.0 0.4 0.2 0.33
H 2.331 0.497 -0.883 -0.3 0.4 0.0 0.24
H 2.366 -0.889 -0.168 -0.5 -0.1 0.2 0.28
O 0.848 1.503 2.827 0.1 -0.3 0.6 -0.68
H 1.152 1.040 2.040 0.1 0.2 -0.1 0.28
H 0.477 2.352 2.581 0.0 -0.1 -0.3 0.33
O 0.345 -2.692 1.650 -0.1 0.0 -0.2 -0.64
H -0.383 -3.268 1.391 0.0 0.0 0.1 0.33
H 0.051 -1.808 1.404 0.1 0.0 0.2 0.34
```
Positions in Å, forces in eV/Å.

Calculated values
Relative energy (zero: lowest compared OMol25 entry of this formula, charge and spin): 1.9692 eV
LUMO level: 0.65 eV
Largest force on an atom: 1.59 eV Å⁻¹
E: -460.0442 Eh

Which value of E does entry 1 give? -384.8096 Eh